Arrangement i

Below is a single CHN3O2 molecule, with properties calculated with wB97M-V/def2-TZVPD.

Computed properties:
SMILES string   O=c1nn[nH]o1
Net charge   0

Geometry (Å):
O -1.99011 -0.03244 0.11113
C -0.80990 0.00667 -0.04916
N 0.02277 1.19467 -0.10032
N 1.26097 0.82714 0.00969
N 1.35145 -0.57979 0.23928
O 0.05274 -1.10191 -0.15614
H 1.91204 -1.05940 -0.38540

=====

Arrangement ii

Below is a single CHN3O2 molecule, with properties calculated with wB97M-V/def2-TZVPD.

Computed properties:
Net charge   0

Geometry (Å):
O -0.63844 1.14430 -1.55525
C 0.06389 0.53158 -0.78930
N -0.60530 0.07139 0.50444
N 0.17708 -0.68679 1.20066
N 1.29624 -0.88729 0.91778
O 1.26928 0.13657 -0.73487
H -1.59793 0.04007 0.70402

=====

We find arrangement ii to be the most stable, with the next structure 0.0217 hartree higher.

=====

Arrangement i

Below is a single CHN3O2 molecule, with properties calculated with wB97M-V/def2-TZVPD.

Computed properties:
SMILES string   Oc1nnon1
Net charge   0

Geometry (Å):
O 1.96390 -0.01128 -0.00472
C 0.64281 -0.01782 0.03169
N -0.21209 1.08867 -0.10418
N -1.46716 0.76131 0.04695
O -1.27996 -0.73568 0.04657
N 0.01346 -1.11906 -0.06446
H 2.33208 0.96621 0.32690

=====

Arrangement ii

Below is 2 unconnected molecules or ions with the total composition CHN3O2, with properties calculated with wB97M-V/def2-TZVPD.

Computed properties:
SMILES string   N#[N+][O-].N=C=O
Net charge   0

Geometry (Å):
N -2.61266 -0.50365 0.56471
N -1.68110 -0.90561 0.10489
O -0.74901 -1.31874 -0.40377
N 1.22239 0.02317 0.30261
C 1.13880 1.02426 -0.35525
O 0.83363 1.77050 -1.20315
H 1.84795 -0.08992 0.98997

=====

We find arrangement ii to be the most stable, with the next structure 0.0653 hartree higher.